# C38H47N5O11S2

A cluster of 5 separate species, C38H47N5O11S2 in total (the ωB97M-V functional and the def2-TZVPD basis, OMol25).

As for the SMILES: CCOCCC(=O)OCCCCSC(=S)N(CC)CC.O=[N+]([O-])c1ccccc1.O=[N+]([O-])c1ccccc1.O=[N+]([O-])c1ccccc1.O=[N+]([O-])c1ccccc1. Its HOMO energy is -8.24 eV. The calculation puts the LUMO energy at -0.028 Eh.

Positions of all 103 atoms, in Å:
H1 -3.63247 8.02503 -5.34971
H2 1.28910 -1.86055 -2.32997
H3 -4.93120 0.01104 3.14168
C1 0.16326 -6.53967 2.86892
O1 -6.05251 5.90719 0.52514
C2 -1.77981 6.70671 -2.82839
H4 1.91314 -3.75210 2.06837
H5 -5.12146 0.78899 -0.72892
H6 -8.46458 6.24615 0.71736
N1 -3.22842 3.56305 -4.24546
H7 -3.76341 0.49809 -1.90362
C3 -7.60979 4.27773 0.99155
O2 3.97131 -0.01969 1.95174
H8 2.41402 0.69309 -1.90037
O3 -3.95580 3.26262 -5.17893
O4 -5.35178 3.87831 0.77221
C4 -3.49959 5.93231 -4.88341
C5 -3.97870 0.69383 -0.78832
H9 -5.17625 -1.16890 0.96455
C6 4.50552 1.41100 -0.55080
O5 4.31274 -4.10155 1.88185
C7 -2.33708 7.66138 -3.67315
C8 1.61202 -2.24953 -1.29762
C9 -4.12920 -0.77294 1.23109
H10 -9.36140 1.48579 1.77219
O6 10.36988 -3.82085 -2.17185
C10 1.92552 -0.62017 3.14274
H11 -7.05294 2.21115 1.31179
C11 -1.97726 -0.48998 0.05270
H12 7.24653 -1.46652 -2.22458
H13 4.95286 -2.22781 -1.74677
C12 -3.37116 2.13094 -0.46262
C13 -2.07745 5.36061 -3.00674
C14 -2.93228 4.98166 -4.03888
H14 -4.87014 1.31944 1.87833
O7 3.75991 2.40359 -0.64317
N2 4.13228 -5.28534 2.10862
H15 0.33536 -2.23208 0.61407
C15 5.77341 -2.93534 -1.71820
N3 9.48235 -2.98278 -2.20167
H16 4.51535 -4.59073 -1.19039
H17 -3.80633 2.62697 0.48675
O8 4.49355 0.29958 -1.41926
H18 4.80207 1.80855 2.64648
C16 -3.19858 7.27642 -4.69599
H19 5.97811 0.41128 2.55728
N4 -6.23660 4.72144 0.74322
C17 0.22181 -2.50108 -0.49143
H20 -3.56531 -1.65252 1.71273
H21 -2.23976 2.19336 -0.43585
C18 2.50660 -7.06001 2.65540
H22 -0.85342 -6.85821 3.07646
C19 7.87230 -4.76909 -1.64003
H23 8.67888 -5.49230 -1.60828
H24 -3.70118 2.82283 -1.32117
H25 5.99459 2.47955 0.75585
H26 2.16717 -3.22667 -1.47690
C20 1.20186 -7.46482 2.91361
H27 -0.39112 -4.49110 2.52433
H28 -1.11026 7.01222 -2.03191
H29 3.55649 0.64856 3.94711
N5 -3.42816 -0.45691 -0.03592
H30 1.51901 0.23815 2.50105
C21 2.75964 -5.72341 2.35773
H31 1.38018 -0.56520 4.13847
H32 -11.21612 3.12167 1.71149
C22 2.52520 -1.13060 -0.57636
O9 9.66023 -1.79684 -2.42981
C23 6.57318 -5.18389 -1.36982
H33 3.41304 -1.67892 -0.09465
H34 6.49432 0.78431 0.28876
C24 -9.94876 4.78119 1.20379
C25 0.42249 -5.20764 2.56061
C26 3.50435 -0.29522 3.30648
C27 5.08416 0.88843 2.02076
H35 -3.31540 0.76684 2.75979
H36 -10.76546 5.49398 1.17436
C28 -10.20138 3.44613 1.50363
H37 -1.63711 4.62604 -2.34213
H38 4.05498 -1.17116 3.77868
H39 -0.05461 -3.61759 -0.50783
C29 7.06854 -2.50910 -1.98660
C30 -4.28042 0.41793 2.28020
C31 -7.85674 2.93787 1.28085
H40 3.30716 -7.78969 2.69296
H41 6.37509 -6.22211 -1.12676
H42 0.99403 -8.50196 3.15290
H43 -4.16945 5.64439 -5.68546
S1 -1.00891 0.20522 1.21870
H44 -2.09807 8.71106 -3.53440
C32 -8.64926 5.20297 0.94664
H45 1.79888 -1.63913 2.65260
C33 3.14645 -0.16022 -1.70948
O10 5.01600 -6.12716 2.14228
C34 5.52855 -4.26615 -1.40719
H46 1.95566 -0.56217 0.23223
C35 8.11237 -3.43002 -1.94139
C36 -9.15882 2.52549 1.53941
S2 -1.10687 -1.44726 -1.30089
C37 1.72454 -4.79357 2.30395
O11 -2.72765 2.76074 -3.47343
C38 5.60047 1.41306 0.60168
H47 3.21380 -0.80763 -2.65773

Forces on the atoms, in the same order (eV/Å):
0.021 -0.116 0.047
0.581 -0.620 1.371
0.922 0.520 -1.191
0.028 0.003 -0.006
-0.089 -0.475 0.072
-0.158 -0.005 -0.195
0.194 -0.195 0.001
1.653 -0.633 0.314
0.181 -0.180 0.020
-0.088 -0.511 -0.116
-0.287 0.272 1.573
-0.775 -0.276 0.148
0.940 0.722 1.367
1.241 -0.954 0.182
0.228 0.136 0.354
-0.702 0.590 0.124
-0.075 0.019 -0.107
0.366 1.271 -1.788
1.524 0.668 0.244
-0.692 2.408 0.604
-0.033 -0.248 0.033
-0.005 -0.035 0.000
-1.007 0.769 0.086
-0.036 -0.109 0.930
0.070 0.103 -0.035
-0.348 0.292 -0.012
1.006 0.706 0.048
0.029 0.235 -0.037
0.559 -0.200 0.408
0.146 -0.167 0.023
0.179 -0.006 0.003
-0.729 1.056 -0.011
0.058 -0.071 0.084
0.202 0.810 0.130
1.062 -1.369 0.364
1.741 -3.437 -0.144
0.522 0.071 -0.096
-0.217 -0.062 -1.572
0.090 -0.137 -0.012
0.499 0.148 -0.099
0.096 0.026 -0.012
1.128 -1.293 -1.615
-0.938 1.390 1.859
0.155 -1.219 -0.848
0.126 -0.145 0.178
-1.167 0.484 -0.711
0.438 0.239 -0.079
1.137 -0.384 0.477
-0.849 1.354 -0.622
-1.377 -0.373 -0.057
0.046 -0.093 0.021
0.108 0.034 -0.031
0.040 -0.082 0.024
0.029 0.249 -0.040
0.453 -1.057 1.275
-0.846 -1.537 -0.401
-0.622 1.235 0.420
-0.008 0.253 -0.054
0.116 -0.029 -0.014
-0.076 -0.086 -0.070
0.297 -1.232 -0.765
0.843 0.210 0.585
0.460 -1.527 0.743
-0.821 -0.284 0.167
0.788 -0.316 -1.157
0.109 0.033 -0.032
0.840 -0.620 -0.566
-0.090 -0.425 0.080
0.018 0.219 -0.061
-1.338 0.927 -0.427
-1.210 0.632 0.233
0.159 -0.209 0.024
0.143 -0.194 0.015
-1.980 -0.144 -0.209
0.632 0.798 0.221
-1.099 -0.444 -0.933
0.121 -0.043 -0.011
0.022 0.014 -0.007
-0.149 -0.056 -0.187
-0.449 1.187 -0.592
0.067 1.756 -0.300
0.028 0.126 -0.011
-1.084 -0.277 0.850
0.053 -0.076 0.011
0.036 0.249 -0.041
0.074 0.108 -0.013
0.068 0.104 -0.036
0.120 -0.163 0.157
-1.291 -0.916 -0.963
-0.032 -0.112 -0.008
-0.018 0.121 -0.013
-0.058 1.455 0.558
-1.600 -1.120 -0.505
-0.351 0.284 -0.032
0.026 -0.081 0.010
0.764 -0.738 -1.247
-0.800 -0.262 0.176
0.001 0.238 -0.047
-0.644 -0.147 1.057
-0.054 0.096 -0.019
-0.144 0.302 -0.382
0.580 -0.637 -0.432
0.172 1.209 1.298

***

# C38H48MoN4O2

A structure of composition C38H48MoN4O2 (the ωB97M-V functional and the def2-TZVPD basis, OMol25).

Its HOMO energy (alpha / beta) is -14.02 / -14.02 eV. As for the net charge: +2. The calculation puts the LUMO energy (alpha / beta) at -0.281 / -0.281 Eh.

Positions of all 93 atoms, in Å:
H1 -1.31818 4.32430 1.75528
H2 -2.43974 -4.72525 -5.10734
C1 1.74719 -0.87274 -2.29362
C2 4.70284 1.98760 -1.21180
H3 1.79402 2.31751 3.37831
C3 -0.97648 1.89088 -0.13763
O1 1.39905 1.37967 1.27574
H4 5.33715 3.57578 1.05290
H5 -1.28238 -7.47411 -2.03059
C4 -1.88976 -6.20995 -3.65819
H6 1.50281 0.89666 4.39753
H7 -4.46040 3.07596 3.50856
C5 4.97873 1.02645 -2.16394
H8 -5.80123 0.34714 0.50865
C6 1.98966 1.25350 3.49361
H9 3.06398 1.10881 3.59377
H10 -2.13835 -7.04126 -4.30592
H11 3.16036 5.43208 0.08590
H12 -3.52483 -2.58357 -0.71457
H13 0.97144 -0.84891 -1.49140
C7 -2.89905 2.13461 2.40471
C8 -1.73991 -3.84654 -3.27854
H14 -3.57464 -2.13147 1.00873
H15 4.37967 4.70469 -0.95146
H16 -0.42104 2.28343 4.81114
C9 -3.87284 -1.83941 0.00256
C10 4.01281 0.09110 -2.48046
C11 -4.99598 0.85523 1.02823
H17 1.44884 -3.95030 1.42526
H18 -2.38654 3.50284 3.89397
C12 -3.67223 0.59265 0.69599
C13 -2.64315 1.24068 1.36300
H19 2.45031 -2.68718 -1.30695
H20 2.66891 4.52859 -1.34889
C14 0.29671 1.77956 -0.74962
H21 4.42967 2.42352 2.01065
C15 4.34889 3.36056 1.46572
H22 -3.31422 0.92784 -2.05375
H23 5.43452 2.76362 -1.02016
H24 -4.82929 0.07978 -1.82987
H25 -3.45565 -0.79147 -2.49795
C16 -1.08200 -5.40309 -1.54169
H26 1.35509 -2.97391 -2.68042
C17 3.38608 4.55543 -0.52393
C18 3.50029 2.03992 -0.50990
H27 0.29597 -1.05921 -3.89306
H28 -0.64663 1.02340 3.57687
C19 -1.40560 -6.45593 -2.37711
H29 -1.70314 2.57375 -0.56637
C20 2.60388 0.98448 -0.76340
C21 1.14027 -0.42870 -3.61600
H30 5.92327 1.04001 -2.69332
C22 1.49330 0.48441 2.30232
H31 0.83098 0.61710 -3.60761
C23 1.04081 -3.29568 2.19359
H32 1.89912 -0.53403 -4.39350
C24 -0.82715 3.66559 2.47640
H33 -0.70752 -5.58557 -0.54241
C25 -3.74439 -0.03412 -1.77143
H34 -1.87634 -2.83039 -3.62371
C26 -2.05836 -4.91042 -4.11158
C27 -3.37862 -0.44209 -0.35303
H35 0.63287 2.46330 -1.51137
C28 1.24656 -0.82670 2.40976
C29 -4.23656 2.37693 2.71053
C30 -1.15465 1.79549 4.16338
C31 0.72518 -1.93479 1.63117
H36 -1.88316 1.29309 4.80185
C32 -0.89028 -2.97815 -1.12628
C33 2.15394 -2.33965 -2.29611
C34 -1.83605 2.81601 3.24963
C35 -5.27972 1.76124 2.03325
N1 -1.23758 1.10413 0.91974
N2 -0.37146 -3.08968 0.02274
Mo1 -0.54520 -0.21676 -0.70788
H37 1.52334 -1.16033 3.40167
H38 -0.09167 3.05761 1.94481
H39 3.01039 -2.45143 -2.96328
C36 3.30753 3.29646 0.34721
H40 -0.28013 4.30606 3.17254
O2 -1.07142 -1.70965 -1.69524
H41 -2.26984 -0.59369 -0.22982
H42 4.18648 -0.61755 -3.28074
H43 4.11194 4.15805 2.17189
N3 1.25257 0.95863 -0.07146
H44 -6.30629 1.97911 2.29874
H45 0.12906 -3.77584 2.55817
C37 2.80974 0.07079 -1.79415
H46 -4.96425 -1.83510 -0.04280
H47 1.74884 -3.19849 3.01059
H48 2.31714 3.29822 0.78377
N4 -0.00995 -1.82495 0.57875
C38 -1.24836 -4.09617 -1.99934

Forces on the atoms, in the same order (eV/Å):
-0.029 -0.018 0.035
0.016 0.000 0.038
0.047 -0.038 0.164
0.162 0.047 0.022
-0.010 -0.016 -0.008
0.161 0.167 0.178
0.207 -0.333 0.023
-0.041 0.001 0.045
-0.007 0.041 -0.025
-0.004 -0.090 -0.020
0.084 0.004 -0.012
-0.008 -0.039 -0.033
0.027 0.005 -0.027
0.065 0.025 0.023
0.040 -0.043 -0.036
0.105 0.024 -0.018
0.006 0.025 0.026
0.012 -0.035 -0.014
0.009 0.027 -0.029
0.307 -0.273 0.173
-0.111 0.085 0.124
-0.083 -0.125 -0.178
0.011 0.026 -0.006
-0.063 -0.042 0.028
-0.085 -0.009 -0.060
-0.261 0.046 -0.019
0.151 -0.006 -0.048
-0.023 0.090 0.097
0.003 0.047 0.013
-0.011 0.031 0.016
-0.119 -0.302 -0.183
0.722 0.036 -0.003
0.008 0.044 0.015
0.031 -0.011 0.035
-0.169 0.366 0.580
-0.067 -0.099 0.088
0.085 0.075 -0.007
0.034 0.044 0.001
-0.030 -0.080 -0.043
0.025 -0.006 -0.010
0.032 -0.055 -0.005
-0.018 -0.130 -0.021
-0.020 0.025 0.001
-0.013 0.074 -0.088
0.021 0.014 -0.027
-0.010 -0.020 0.008
-0.114 0.099 0.040
0.017 -0.044 0.040
-0.132 -0.045 -0.083
-0.632 0.449 0.134
0.090 -0.059 -0.063
-0.041 -0.016 0.034
0.010 0.471 -0.119
-0.002 0.041 0.029
-0.006 0.070 -0.010
-0.028 0.025 -0.018
0.146 0.073 -0.059
-0.010 0.024 -0.046
-0.148 0.030 0.078
0.009 -0.013 0.001
0.027 0.122 0.091
-0.055 0.017 -0.164
0.008 -0.163 -0.285
-0.125 -0.335 -0.035
-0.043 0.045 0.035
0.028 -0.102 0.014
0.411 0.055 0.647
-0.005 0.046 -0.019
-0.228 0.554 -1.055
0.181 0.015 -0.172
-0.071 -0.051 0.012
0.078 0.013 0.012
-0.310 -0.283 -0.335
0.157 0.695 0.463
-0.016 0.060 0.085
-0.019 -0.039 0.005
-0.094 0.104 0.128
-0.027 -0.107 0.025
-0.084 -0.186 -0.139
-0.031 -0.031 -0.019
0.293 -0.442 0.388
0.025 -0.081 0.229
0.005 0.024 0.030
-0.013 -0.023 -0.050
0.137 0.096 -0.474
0.047 -0.008 0.001
0.029 0.055 -0.039
0.003 -0.201 0.000
0.022 -0.057 0.040
-0.010 -0.063 -0.002
-0.141 -0.082 0.138
-0.438 -0.539 -0.554
-0.086 0.190 0.227

***

# C38H49IrN2O2P2

A structure of composition C38H49IrN2O2P2 (the ωB97M-V functional and the def2-TZVPD basis, OMol25).

As for the expectation value of S²: 8.838. Its HOMO energy (alpha / beta) is -15.62 / -16.25 eV. As for the net charge: +3. Its spin multiplicity is 6. The calculation puts the LUMO energy (alpha / beta) at -0.324 / -0.402 Eh. The relative energy (zero: lowest compared OMol25 entry of this formula, charge and spin) is 0.00 kcal/mol.

Positions of all 94 atoms, in Å:
H1 -3.33115 -2.58543 -0.10562
C1 3.51468 -3.72923 -3.29007
C2 -2.25184 4.01286 2.14026
H2 -4.30189 -2.57432 4.06424
H3 -0.00104 3.84099 -1.28392
P1 -1.68676 1.31331 2.33418
H4 -4.40387 1.51173 0.99252
C3 -2.60691 -0.25151 2.27013
H5 4.65972 -1.02432 2.05927
H6 1.38581 3.56647 -3.32275
C4 -0.84758 1.56790 3.94479
N1 -2.07536 -0.15846 -0.05671
C5 2.80188 -4.05101 -2.13511
C6 2.76310 -2.11354 1.98011
H7 -5.25037 -0.76655 -3.29086
C7 -3.32441 -2.08870 0.85489
H8 7.05273 0.15693 -2.78069
C8 -0.46210 3.34394 -2.14296
H9 -3.01155 4.79181 2.08015
C9 0.31492 3.73975 -3.40232
H10 1.84788 -1.05616 -3.38921
H11 -4.35678 -3.67570 1.84968
C10 1.81610 -3.53920 3.69173
C11 -2.23271 0.75907 -3.57857
O1 1.26340 -0.83558 0.70130
C12 -3.45573 0.20730 -3.96198
C13 4.65043 -1.95786 -2.14934
H12 -4.48406 3.25848 0.79294
H13 -2.18514 0.98531 5.57194
C14 6.42346 -0.65912 -3.11666
C15 4.43544 -2.69477 -3.30783
H14 0.17070 4.80874 -3.56206
H15 0.98641 -1.19105 -1.85553
H16 5.85058 -0.35313 -3.99034
H17 3.92031 -3.12900 3.44729
C16 3.97029 -1.52614 1.38670
H18 0.09088 -0.97828 -3.36474
H19 -1.63406 1.27689 -4.31904
H20 -2.55257 2.58276 4.91088
H21 -3.19349 2.34559 0.01068
H22 -3.55699 2.53278 3.03175
H23 3.36187 -4.31020 -4.18974
H24 5.19544 -1.02555 -0.05911
C17 2.42899 1.20093 -1.96717
C18 -2.70517 -0.84629 0.99404
H25 4.99420 -2.47915 -4.20559
H26 -0.68337 -2.16640 1.86078
H27 2.11052 -4.88107 -2.13732
C19 -1.91263 3.81658 -2.25476
H28 -3.78423 0.28578 -4.98927
C20 0.99006 -0.68643 -2.82501
C21 -3.84152 -2.09828 3.20922
H29 -1.66540 4.19874 3.03950
C22 2.92460 -2.92452 3.07200
H30 -0.06149 3.23185 -4.29153
C23 0.11278 0.42007 4.25183
C24 1.11893 0.82709 -2.66420
H31 0.80335 0.23448 3.42332
C25 0.51321 -3.28940 3.23315
C26 -2.92802 2.64128 2.14241
C27 -4.27411 -0.39759 -3.00798
H32 2.50108 -3.62117 -0.07252
C28 -3.80168 2.41673 0.91090
H33 -1.14316 2.34652 5.92306
H34 -1.91846 4.90636 -2.25530
H35 2.48381 0.75468 -0.97006
C29 -2.57437 -0.03866 -1.31306
C30 -3.19991 -0.87273 3.36002
H36 0.71106 0.66725 5.12888
Ir1 -0.16855 0.84521 0.55242
C31 -3.88207 -2.71040 1.96338
H37 -0.24480 2.45715 3.72619
H38 3.27064 0.82424 -2.54986
H39 1.10089 1.30017 -3.64722
C32 -1.74959 1.88610 5.14293
C33 0.31002 -2.40395 2.21221
H40 -0.32647 -3.78128 3.70509
H41 1.97836 -4.21017 4.52457
H42 2.55860 2.27874 -1.86156
H43 -2.55003 3.48392 -1.43982
P2 -0.30138 1.53445 -1.72307
C34 3.01109 -3.33114 -0.97870
C35 -3.85325 -0.51429 -1.70174
H44 -3.17043 -0.40791 4.33443
C36 -1.79457 0.67318 -2.27296
O2 5.52894 -0.94363 -2.01807
H45 -0.43152 -0.50106 4.46662
N2 4.34517 -1.55482 0.15744
H46 -2.36249 3.48499 -3.19078
C37 3.92478 -2.28040 -0.98863
H47 7.03065 -1.53514 -3.33899
H48 -1.59504 4.12260 1.27293
H49 -4.51555 -0.94311 -0.96526
C38 1.41780 -1.74789 1.56282

Forces on the atoms, in the same order (eV/Å):
-0.016 -0.005 -0.004
-0.029 -0.003 0.016
-0.024 -0.007 -0.039
0.001 -0.004 0.002
0.014 -0.012 0.001
0.081 -0.275 -0.025
0.002 -0.012 0.008
0.005 0.017 0.059
-0.041 0.071 -0.011
0.018 -0.025 -0.004
0.024 0.016 0.070
0.120 -0.186 0.037
0.010 0.018 -0.064
0.055 -0.097 0.039
-0.005 -0.004 -0.004
0.034 -0.062 -0.016
-0.001 -0.002 0.014
0.126 -0.019 0.081
-0.002 0.000 -0.002
-0.041 0.042 0.021
0.018 -0.017 0.023
-0.001 -0.005 -0.001
-0.006 0.047 -0.046
-0.024 0.020 -0.046
-0.142 -0.045 0.002
-0.027 -0.022 0.044
0.085 0.106 -0.051
0.000 0.003 0.010
-0.031 -0.023 -0.016
-0.049 -0.056 0.052
-0.021 0.008 0.054
0.016 0.000 -0.006
0.010 0.007 0.009
0.015 0.015 -0.024
-0.019 -0.033 0.033
-0.167 0.132 -0.079
-0.012 0.022 -0.016
-0.010 0.001 -0.004
0.010 0.024 -0.005
-0.025 0.002 -0.028
0.006 0.059 0.022
-0.001 0.000 -0.005
0.012 -0.041 -0.033
0.032 0.064 -0.002
0.052 0.084 -0.111
0.002 -0.005 -0.028
-0.100 0.039 -0.035
-0.002 -0.006 -0.001
-0.009 -0.027 -0.028
-0.004 -0.002 -0.003
-0.013 -0.011 0.035
0.014 0.005 -0.026
0.001 -0.008 0.011
-0.019 -0.150 0.070
-0.010 -0.013 -0.002
-0.003 -0.007 0.005
0.004 -0.031 0.049
0.000 0.020 0.001
0.114 0.004 0.012
0.025 0.054 -0.064
0.064 0.035 -0.018
-0.021 0.017 0.063
-0.004 0.003 0.031
0.008 -0.018 0.008
-0.006 0.003 -0.012
-0.021 -0.018 -0.025
-0.052 -0.003 0.107
-0.009 -0.021 -0.026
-0.016 0.005 0.013
-0.350 0.512 -0.183
0.003 0.038 0.002
-0.020 0.012 -0.007
0.019 0.005 -0.020
-0.056 -0.022 -0.068
0.036 0.015 -0.003
0.120 0.078 -0.119
-0.002 -0.003 0.005
0.017 -0.005 -0.005
-0.007 0.004 0.017
0.022 -0.008 0.048
0.143 -0.264 0.131
0.008 0.026 0.040
0.019 0.025 -0.011
-0.001 0.012 0.037
-0.038 0.025 -0.055
-0.069 -0.044 -0.022
0.004 -0.010 -0.006
0.081 -0.205 -0.006
-0.002 -0.004 0.020
-0.009 0.151 0.109
0.007 0.006 -0.016
0.007 -0.005 -0.005
-0.007 -0.008 -0.006
0.079 -0.003 0.032